[1]
Density functional theory data (ωB97M-V with the def2-TZVPD basis set) for 9 unconnected molecules or ions with the total composition C55H124N6O9 at a distorted geometry.

Properties
LUMO energy: 0.4 eV
HOMO level: -7.6 eV

Cartesian coordinates (Å):
C 1.526 -2.648 -2.837
C 0.735 -2.492 -4.145
C -0.602 -3.137 -3.967
C 0.423 -1.024 -4.495
C 1.416 -0.165 -5.284
C 1.977 -1.075 -6.440
C 2.590 -2.448 -6.020
C 2.989 -3.234 -7.235
C 3.767 -2.125 -5.091
N 1.421 -3.103 -5.360
O 1.621 -4.471 -5.131
H 0.992 -2.412 -1.916
H 1.787 -3.698 -2.704
H 2.326 -1.908 -2.825
H -1.287 -2.860 -4.767
H -0.557 -4.225 -3.922
H -0.980 -2.836 -2.990
H -0.564 -0.974 -4.955
H 0.394 -0.479 -3.552
H 0.855 0.714 -5.601
H 2.215 0.243 -4.665
H 2.607 -0.406 -7.027
H 1.135 -1.202 -7.121
H 3.413 -4.176 -6.888
H 3.806 -2.829 -7.832
H 2.161 -3.490 -7.896
H 4.573 -1.849 -5.771
H 4.056 -3.006 -4.518
H 3.638 -1.325 -4.361
H 0.991 -4.889 -5.723
C -4.811 2.996 -4.677
C -4.116 4.188 -3.907
C -3.210 5.006 -4.925
C -5.274 5.085 -3.380
C -4.853 6.207 -2.413
C -4.119 5.470 -1.254
C -2.934 4.479 -1.668
C -1.724 5.361 -1.913
C -2.750 3.567 -0.415
N -3.337 3.575 -2.786
O -2.460 2.495 -3.060
H -5.247 3.476 -5.553
H -4.061 2.304 -5.063
H -5.560 2.428 -4.126
H -2.899 5.989 -4.573
H -2.288 4.554 -5.290
H -3.726 5.247 -5.855
H -5.714 5.642 -4.207
H -6.027 4.571 -2.783
H -4.166 6.826 -2.988
H -5.702 6.741 -1.986
H -4.710 5.113 -0.410
H -3.739 6.319 -0.686
H -0.962 4.691 -2.314
H -1.253 5.686 -0.986
H -1.867 6.217 -2.572
H -2.570 4.176 0.471
H -1.875 2.950 -0.620
H -3.599 2.914 -0.215
H -2.847 1.675 -2.747
C -0.469 -4.628 -0.220
C -1.621 -5.321 0.537
C -1.894 -6.636 -0.111
C -0.976 -5.600 1.937
C -2.064 -5.923 2.996
C -3.107 -4.830 3.193
C -3.778 -4.446 1.810
C -4.895 -5.504 1.584
C -4.492 -3.053 2.058
N -2.770 -4.404 0.651
O -3.260 -3.934 -0.526
H 0.186 -5.431 -0.557
H -0.780 -4.053 -1.091
H 0.304 -4.037 0.272
H -1.878 -6.476 -1.189
H -1.285 -7.463 0.254
H -2.912 -6.904 0.172
H -0.264 -6.424 1.915
H -0.404 -4.737 2.279
H -2.589 -6.847 2.752
H -1.605 -6.311 3.905
H -2.689 -3.905 3.589
H -3.880 -5.115 3.906
H -4.504 -6.521 1.607
H -5.463 -5.421 0.657
H -5.599 -5.478 2.415
H -5.356 -3.231 2.698
H -4.882 -2.492 1.209
H -3.907 -2.323 2.618
H -3.720 -4.737 -0.782
C 7.341 2.391 -3.010
C 6.378 1.946 -1.856
C 6.708 0.491 -1.385
C 6.807 2.708 -0.639
C 5.808 2.821 0.500
C 4.456 3.372 0.039
C 3.937 2.461 -1.112
C 3.434 1.204 -0.451
C 2.721 3.119 -1.720
N 4.936 2.191 -2.151
O 4.524 1.606 -3.292
H 7.171 3.339 -3.519
H 7.210 1.689 -3.834
H 8.370 2.412 -2.653
H 6.195 0.140 -0.489
H 7.797 0.447 -1.353
H 6.410 -0.278 -2.098
H 7.732 2.280 -0.253
H 7.091 3.670 -1.066
H 6.190 3.517 1.247
H 5.734 1.843 0.976
H 4.608 4.420 -0.220
H 3.770 3.413 0.886
H 4.128 0.681 0.208
H 2.538 1.421 0.131
H 3.230 0.437 -1.198
H 2.398 2.531 -2.579
H 1.922 3.173 -0.981
H 2.974 4.034 -2.256
H 4.497 2.289 -3.966
C 2.610 1.766 4.550
C 3.229 0.328 4.213
C 2.346 -0.222 3.084
C 4.665 0.490 3.720
C 5.719 0.639 4.907
C 5.607 -0.613 5.807
C 4.206 -0.695 6.489
C 4.141 -2.184 7.085
C 4.095 0.381 7.648
N 3.157 -0.621 5.390
O 1.896 -0.708 5.886
H 1.627 1.658 5.008
H 3.117 2.448 5.232
H 2.401 2.330 3.641
H 2.235 0.454 2.236
H 2.888 -1.077 2.679
H 1.362 -0.593 3.371
H 4.830 -0.425 3.151
H 4.838 1.278 2.988
H 6.668 0.719 4.376
H 5.668 1.549 5.504
H 6.422 -0.716 6.524
H 5.733 -1.538 5.245
H 4.847 -2.293 7.908
H 4.344 -2.954 6.341
H 3.137 -2.326 7.486
H 3.082 0.412 8.048
H 4.334 1.399 7.340
H 4.757 0.078 8.459
H 1.585 -1.607 5.756
C -4.397 0.105 -0.988
O -3.223 0.215 -1.783
C -2.154 -0.617 -1.408
C -1.487 -0.218 0.006
C -0.257 0.624 -0.163
N -1.138 -1.394 0.758
H -4.899 -0.860 -1.066
H -5.184 0.808 -1.259
H -4.158 0.211 0.070
H -2.508 -1.636 -1.255
H -1.395 -0.623 -2.191
H -2.143 0.367 0.650
H 0.017 1.175 0.737
H -0.345 1.407 -0.917
H 0.606 0.078 -0.544
H -0.459 -1.938 0.245
H -1.923 -2.029 0.748
C -2.426 -0.506 5.271
C -0.990 -0.294 4.840
O -1.054 0.452 3.696
H -2.314 -0.937 6.266
H -2.946 -1.191 4.602
H -2.933 0.449 5.411
H -0.468 -1.247 4.750
H -0.446 0.259 5.606
H -0.851 -0.141 2.969
C -2.213 4.898 2.791
C -1.478 3.495 2.982
O -2.371 2.691 3.545
H -3.254 4.772 2.492
H -1.711 5.611 2.136
H -2.363 5.451 3.718
H -0.628 3.598 3.656
H -1.105 3.162 2.013
H -1.837 1.916 3.733
C -7.708 -1.653 0.693
C -7.436 -0.204 1.099
O -6.598 -0.380 2.192
H -8.281 -1.641 -0.234
H -8.340 -2.218 1.379
H -6.922 -2.363 0.438
H -8.355 0.354 1.280
H -6.955 0.257 0.237
H -6.003 0.373 2.224

=====

[2]
Density functional theory data (ωB97M-V with the def2-TZVPD basis set) for a molecular structure, C55H38Cl2IrN4O5 at a distorted geometry.

Properties
LUMO energy (spin up / spin down): -0.9 / -2.3 eV
<S²>: 8.92
2S+1: 6
HOMO level (spin up / spin down): -6.0 / -7.2 eV

Cartesian coordinates (Å):
Ir 0.307 0.128 -1.056
C 0.004 -6.453 -4.734
C 1.247 -6.130 -4.214
C 1.446 -4.926 -3.566
C 0.399 -4.016 -3.423
C -0.859 -4.367 -3.924
C -1.051 -5.569 -4.575
C 0.598 -2.714 -2.784
C 1.296 -2.612 -1.554
C 1.584 -3.698 -0.692
C 1.902 -3.420 0.636
C 2.253 -2.134 0.995
C 2.280 -1.503 2.293
C 1.704 -2.181 3.472
C 2.343 -2.109 4.706
C 1.773 -2.701 5.821
C 0.564 -3.367 5.711
C -0.077 -3.433 4.486
C 0.483 -2.837 3.374
C 2.635 -0.230 2.395
N 0.133 0.958 1.678
C 0.903 2.140 1.514
C 0.304 3.195 0.754
C 0.697 4.560 1.060
C 0.912 4.955 2.386
C 1.237 6.260 2.692
C 1.369 7.201 1.681
C 1.200 6.817 0.359
C 0.871 5.514 0.049
C -0.583 2.997 -0.346
C -1.526 3.981 -0.778
C -2.115 3.514 -1.916
C -1.499 2.262 -2.216
N -0.607 1.951 -1.219
C -1.721 1.516 -3.391
C -1.078 0.314 -3.715
C -1.160 -0.406 -4.946
C -0.498 -1.586 -4.768
C 0.001 -1.598 -3.427
N -0.294 -0.400 -2.851
C -2.718 2.007 -4.364
C -3.794 1.193 -4.723
C -4.747 1.637 -5.622
C -4.642 2.901 -6.180
C -3.570 3.710 -5.842
C -2.615 3.268 -4.945
C 2.214 2.151 1.918
C 2.988 1.035 2.390
N 1.536 -1.362 -1.095
H -0.148 -7.389 -5.253
H 2.072 -6.814 -4.331
H 2.426 -4.656 -3.206
H -1.693 -3.694 -3.788
H -2.027 -5.814 -4.968
H 1.382 -4.707 -1.005
H 1.843 -4.185 1.391
H 3.294 -1.600 4.775
H 2.278 -2.654 6.776
H 0.127 -3.840 6.577
H -1.019 -3.953 4.404
H -0.018 -2.861 2.420
H 0.785 4.226 3.172
H 1.383 6.557 3.720
H 1.610 8.225 1.921
H 1.326 7.536 -0.437
H 0.760 5.210 -0.981
H -1.729 4.898 -0.259
H -2.892 3.982 -2.490
H -1.652 -0.053 -5.831
H -0.328 -2.357 -5.494
H -3.887 0.210 -4.286
H -5.573 0.994 -5.893
H -5.388 3.248 -6.880
H -3.477 4.691 -6.285
H -1.763 3.888 -4.713
H 2.782 3.049 1.724
H 4.007 1.280 2.677
C 0.704 1.506 6.708
O -0.490 0.803 6.457
C -0.862 0.565 5.180
C -1.964 -0.290 5.035
C -2.366 -0.687 3.790
C -1.703 -0.275 2.626
C -2.185 -0.694 1.308
C -3.127 -1.876 1.275
O -1.886 -0.137 0.257
C -0.620 0.623 2.778
O 0.536 -0.037 0.899
C -0.234 1.061 4.051
H 0.826 1.476 7.790
H 0.637 2.545 6.369
H 1.566 1.026 6.229
H -2.465 -0.620 5.930
H -3.223 -1.332 3.714
H -2.698 -2.707 1.831
H -3.274 -2.165 0.238
H -4.093 -1.619 1.709
H 0.618 1.716 4.129
Cl 6.054 -0.357 -2.178
C 4.456 -0.776 -1.674
Cl 3.974 -2.568 -3.123
C 4.361 -1.447 -0.506
O 4.792 -2.129 0.347
O 2.495 -1.260 -0.063
H 3.659 -0.171 -2.074

=====

[3]
Density functional theory data (ωB97M-V with the def2-TZVPD basis set) for a molecular structure, C55H40NO6PRuS2Se3 at a distorted geometry.

Properties
LUMO energy (spin up / spin down): 1.8 / 0.6 eV
<S²>: 8.79
2S+1: 6
HOMO level (spin up / spin down): -4.6 / -5.0 eV
Total charge: -1

Cartesian coordinates (Å):
Ru -1.290 0.316 -1.307
Se -0.444 2.830 -1.636
P -2.624 3.199 -1.539
Se -3.973 1.630 -0.771
C -3.192 4.283 -2.900
C -2.314 5.268 -3.324
C -2.649 6.058 -4.409
C -3.851 5.857 -5.068
C -4.726 4.876 -4.630
C -4.402 4.087 -3.542
C -2.784 4.471 -0.164
C -4.055 4.716 0.341
C -4.251 5.640 1.350
C -3.176 6.347 1.864
C -1.908 6.112 1.361
C -1.712 5.180 0.356
H -1.366 5.385 -2.812
H -1.965 6.823 -4.746
H -4.103 6.460 -5.931
H -5.656 4.709 -5.151
H -5.061 3.300 -3.206
H -4.890 4.155 -0.058
H -5.242 5.806 1.742
H -3.321 7.069 2.655
H -1.061 6.651 1.758
H -0.713 4.996 -0.021
C 7.206 1.816 -1.754
C 5.762 1.416 -1.839
C 4.738 2.349 -1.728
C 3.408 1.960 -1.793
C 3.115 0.623 -1.970
C 4.117 -0.317 -2.118
C 5.436 0.079 -2.044
S 1.393 0.021 -2.068
O 1.520 -1.184 -2.873
C 1.438 -0.472 -0.303
C 1.427 0.603 0.608
C 1.521 0.383 1.954
C 1.586 -0.936 2.458
C 1.621 -1.196 3.840
C 1.696 -2.482 4.313
C 1.711 -3.556 3.420
C 1.660 -3.335 2.066
C 1.618 -2.026 1.547
C 1.573 -1.776 0.138
C 1.718 -2.894 -0.808
C 2.975 -3.554 -0.929
C 4.112 -3.146 -0.195
C 5.333 -3.726 -0.404
C 5.479 -4.755 -1.344
C 4.397 -5.175 -2.067
C 3.130 -4.584 -1.895
C 2.028 -4.947 -2.699
C 0.850 -4.263 -2.606
C 0.698 -3.242 -1.668
S -0.829 -2.253 -1.809
O -1.450 -2.691 -3.040
C -1.583 -3.247 -0.490
C -1.469 -2.815 0.819
C -1.866 -3.648 1.850
C -2.392 -4.905 1.584
C -2.786 -5.820 2.706
C -2.544 -5.302 0.258
C -2.140 -4.482 -0.778
H 7.309 2.882 -1.566
H 7.719 1.576 -2.685
H 7.704 1.267 -0.954
H 4.977 3.393 -1.586
H 2.604 2.686 -1.728
H 3.844 -1.343 -2.308
H 6.220 -0.658 -2.141
H 1.373 1.614 0.219
H 1.508 1.213 2.645
H 1.586 -0.359 4.522
H 1.729 -2.666 5.376
H 1.756 -4.567 3.800
H 1.661 -4.171 1.380
H 4.014 -2.343 0.520
H 6.195 -3.388 0.153
H 6.450 -5.203 -1.501
H 4.503 -5.955 -2.809
H 2.154 -5.740 -3.421
H 0.022 -4.463 -3.266
H -1.083 -1.823 1.022
H -1.757 -3.316 2.874
H -2.519 -5.376 3.662
H -2.268 -6.773 2.612
H -3.858 -6.017 2.693
H -2.974 -6.270 0.042
H -2.254 -4.776 -1.810
O -2.942 -0.106 -5.069
Se -2.397 0.280 -3.654
O -0.799 0.135 -3.474
O -3.093 -0.540 -2.419
O -2.705 1.873 -3.348
N -3.055 1.858 8.327
C -2.767 1.651 7.234
C -2.428 1.406 5.892
C -2.572 2.426 4.942
C -2.295 2.176 3.621
C -1.857 0.905 3.219
C -1.688 -0.106 4.177
C -1.978 0.140 5.498
C -1.610 0.665 1.861
C -1.339 0.453 0.687
H -2.917 3.399 5.258
H -2.431 2.935 2.865
H -1.338 -1.076 3.854
H -1.879 -0.648 6.233

=====

Calculated total energy readings, ordered: -86402.730, -101723.614, -301033.967 eV
Energy relative to the best compared isomer or geometry (same formula, charge and spin) readings, ordered: 85.0, 47.6, 39.9 kcal per mole